ORCA calculation (ωB97M-V/def2-TZVPD) on C3H2Cl2F2 in the gas phase.

Calculated values
SMILES: C=C(F)C(F)(Cl)Cl
E (eV): -33622.4603
E_LUMO (eV): 0.74
Gap between HOMO and LUMO (Eh): 0.41803
Total charge: 0

XYZ file:
```
9
Properties=species:S:1:pos:R:3:lowdin_charge:R:1
C 0.2638 0.0583 2.6165 -1.18
Cl -0.8396 1.0058 3.6553 0.67
Cl 0.8915 -1.3418 3.5329 0.67
H 0.7250 0.5383 -0.0707 0.08
C -0.1174 -0.0936 0.1359 0.12
C -0.4466 -0.4008 1.3758 -0.45
F -1.4957 -1.1888 1.6511 0.05
H -0.6915 -0.4740 -0.6896 0.08
F 1.3107 0.8469 2.2984 -0.04
```

---

ORCA calculation (ωB97M-V/def2-TZVPD) on a molecular structure, C3H2Cl2N2S in a non-equilibrium geometry.

Calculated values
E (eV): -42000.2237
E_LUMO (alpha / beta) (eV): -0.62 / -0.62
Gap between HOMO and LUMO (alpha / beta) (Eh): 0.21795 / 0.21797
Total charge: 0

XYZ file:
```
10
Properties=species:S:1:pos:R:3:lowdin_charge:R:1
N -0.0200 -1.2738 1.0398 -0.31
N 0.6467 0.3667 -0.5364 0.05
C -0.3814 -0.2551 0.3306 -0.55
Cl -1.9692 2.0936 -0.3044 0.43
C -1.7180 0.3705 0.3204 -1.18
C 1.7323 -0.4167 -0.4010 -0.35
S 1.4466 -1.8135 0.5790 1.02
H 2.4439 -0.1758 -1.0656 0.05
Cl -2.9326 -0.1727 1.2179 0.65
H 0.7516 1.2768 -1.1803 0.22
```

---

ORCA calculation (ωB97M-V/def2-TZVPD) on 2 unconnected molecules or ions with the total composition C3H2Cl2O in a non-equilibrium geometry.

Calculated values
E (eV): -30230.7105
E_LUMO (alpha / beta) (eV): -1.24 / -1.60
Gap between HOMO and LUMO (alpha / beta) (Eh): 0.30995 / 0.30838
Total charge: 0

XYZ file:
```
8
Properties=species:S:1:pos:R:3:lowdin_charge:R:1
Cl -3.1492 0.1736 -0.0763 0.56
C 2.1409 0.4816 0.0193 -0.63
C -0.6195 -0.1283 0.0882 -0.02
H -1.7881 -1.8402 -0.1065 0.05
Cl 3.5961 -0.2988 0.6342 0.60
O 2.1140 1.4539 -0.6247 0.03
C -1.6830 -0.8044 0.0665 -0.63
H -0.6111 0.9626 -0.0006 0.04
```